*one*
Density functional theory data (wB97M-V/def2-TZVPD) for a molecular structure, C41H46KN9O.

CARTESIAN COORDINATES (ANGSTROEM)
K 1.746 -2.014 -2.656
C 0.209 1.075 -5.855
C 0.521 0.507 -4.497
N -0.041 -0.522 -4.003
C -1.063 -1.278 -4.712
C -1.785 -2.210 -3.725
N -0.779 -2.743 -2.817
C -1.148 -3.768 -1.848
C 0.114 -4.227 -1.112
N 0.677 -3.189 -0.272
C 2.079 -3.256 0.093
C 2.665 -1.886 0.474
N 3.221 -1.124 -0.656
C 3.274 0.327 -0.589
C 4.086 0.889 0.543
C 2.783 1.068 -1.637
C 3.001 2.501 -1.730
C 2.466 3.217 -2.748
C 1.674 2.582 -3.739
C 1.516 1.219 -3.609
N 2.068 0.464 -2.657
H -0.118 0.297 -6.541
H 1.082 1.574 -6.271
H -0.593 1.814 -5.776
H -0.577 -1.894 -5.479
H -1.791 -0.635 -5.218
H -2.264 -3.026 -4.272
H -2.572 -1.658 -3.192
H -0.511 -1.912 -2.289
H -1.565 -4.628 -2.377
H -1.892 -3.415 -1.123
H 0.845 -4.573 -1.867
H -0.137 -5.109 -0.507
H 0.264 -2.263 -0.336
H 2.692 -3.702 -0.712
H 2.215 -3.926 0.951
H 3.428 -2.039 1.247
H 1.880 -1.264 0.910
H 3.987 0.263 1.435
H 3.747 1.884 0.832
H 5.162 0.954 0.323
H 3.606 2.996 -0.983
H 2.642 4.285 -2.810
H 1.207 3.144 -4.534
C -6.412 7.161 7.741
O -6.297 5.771 7.983
C -5.703 5.011 7.029
C -5.201 5.505 5.830
C -4.614 4.636 4.924
C -4.514 3.275 5.193
C -5.018 2.796 6.404
C -5.607 3.649 7.312
C -3.885 2.403 4.201
N -3.263 2.819 3.125
C -2.841 1.682 2.482
C -3.210 0.562 3.186
N -3.886 1.035 4.288
C -2.906 -0.764 2.763
C -3.261 -1.930 3.453
C -2.906 -3.150 2.933
C -2.214 -3.176 1.718
N -1.877 -2.097 1.047
C -2.191 -0.894 1.549
C -1.767 0.292 0.795
N -1.040 0.105 -0.323
C -0.667 1.168 -1.006
C -0.955 2.484 -0.622
C -1.672 2.692 0.527
C -2.097 1.577 1.262
H -6.910 7.576 8.613
H -7.014 7.360 6.851
H -5.430 7.627 7.629
H -5.263 6.556 5.590
H -4.220 5.005 3.987
H -4.942 1.746 6.661
H -5.997 3.289 8.254
H -4.329 0.485 5.001
H -3.806 -1.867 4.387
H -3.158 -4.073 3.437
H -1.930 -4.127 1.276
H -0.089 0.974 -1.896
H -0.590 3.305 -1.225
H -1.912 3.684 0.887
C 5.284 -3.692 -4.155
C 5.949 -2.919 -3.008
C 6.831 -1.805 -3.588
C 6.809 -3.881 -2.179
C 4.921 -2.305 -2.152
C 4.190 -1.738 -1.372
H 6.041 -4.154 -4.793
H 4.681 -3.022 -4.771
H 4.638 -4.482 -3.765
H 7.597 -2.236 -4.238
H 7.323 -1.251 -2.789
H 6.234 -1.103 -4.170
H 7.577 -4.336 -2.809
H 6.198 -4.676 -1.750
H 7.299 -3.350 -1.362

HOMO = -5.288 eV

=====

*two*
Density functional theory data (wB97M-V/def2-TZVPD) for a molecular structure, C41H46KN9O.

CARTESIAN COORDINATES (ANGSTROEM)
K 0.181 -0.531 -1.062
C 2.491 -4.083 1.240
C 2.295 -2.786 0.506
N 1.775 -2.639 -0.642
C 1.219 -3.796 -1.345
C 0.052 -3.387 -2.242
N -1.123 -3.090 -1.467
C -2.204 -2.352 -2.069
C -3.108 -1.722 -1.009
N -2.313 -0.784 -0.228
C -2.997 0.061 0.735
C -2.052 1.207 1.151
N -0.710 0.687 1.281
C 0.184 1.136 2.052
C 0.069 2.315 2.985
C 1.470 0.348 2.093
C 2.441 0.555 3.068
C 3.496 -0.341 3.144
C 3.522 -1.437 2.300
C 2.522 -1.555 1.337
N 1.569 -0.642 1.216
H 2.499 -4.944 0.578
H 1.653 -4.178 1.939
H 3.421 -4.076 1.808
H 0.848 -4.546 -0.643
H 1.997 -4.248 -1.968
H -0.138 -4.201 -2.955
H 0.383 -2.528 -2.863
H -0.968 -2.969 -0.456
H -2.806 -2.985 -2.735
H -1.818 -1.529 -2.707
H -3.554 -2.514 -0.390
H -3.922 -1.191 -1.511
H -1.675 -1.356 0.350
H -3.301 -0.502 1.629
H -3.900 0.490 0.290
H -2.436 1.692 2.055
H -2.039 1.954 0.349
H -0.844 2.876 2.804
H 0.917 2.989 2.851
H 0.069 1.983 4.026
H 2.368 1.373 3.771
H 4.271 -0.209 3.889
H 4.299 -2.183 2.390
C 2.692 8.210 -12.508
O 3.544 7.171 -12.061
C 3.161 6.471 -10.966
C 4.015 5.443 -10.568
C 3.706 4.676 -9.466
C 2.545 4.914 -8.728
C 1.698 5.935 -9.137
C 1.994 6.713 -10.246
C 2.194 4.118 -7.549
N 1.003 4.052 -7.003
C 1.145 3.207 -5.931
C 2.437 2.758 -5.826
N 3.104 3.346 -6.875
C 2.883 1.866 -4.802
C 4.191 1.385 -4.665
C 4.490 0.529 -3.637
C 3.466 0.169 -2.751
N 2.231 0.613 -2.858
C 1.918 1.444 -3.866
C 0.528 1.899 -3.973
N -0.353 1.438 -3.067
C -1.608 1.827 -3.150
C -2.083 2.706 -4.133
C -1.196 3.183 -5.064
C 0.142 2.777 -4.998
H 3.167 8.632 -13.389
H 2.582 8.987 -11.749
H 1.706 7.825 -12.780
H 4.909 5.259 -11.149
H 4.372 3.864 -9.199
H 0.794 6.117 -8.571
H 1.313 7.500 -10.535
H 4.087 3.295 -7.073
H 4.960 1.685 -5.368
H 5.487 0.134 -3.504
H 3.656 -0.514 -1.929
H -2.281 1.415 -2.402
H -3.126 2.989 -4.148
H -1.501 3.860 -5.852
C -2.687 -3.713 4.316
C -1.289 -3.103 4.156
C -0.251 -4.057 4.765
C -1.236 -1.763 4.904
C -0.986 -2.886 2.728
C -0.676 -2.714 1.551
H -2.917 -3.878 5.373
H -2.748 -4.668 3.791
H -3.443 -3.049 3.894
H -0.456 -4.231 5.825
H 0.752 -3.637 4.669
H -0.271 -5.016 4.244
H -1.454 -1.900 5.968
H -1.967 -1.069 4.485
H -0.246 -1.313 4.805

HOMO = -6.912 eV

=====

Q: Which of them is the least stable? A: *one*.

=====

*one*
Density functional theory data (wB97M-V/def2-TZVPD) for a molecular structure, C7H7NO.

CARTESIAN COORDINATES (ANGSTROEM)
C -0.422 -0.062 -0.182
C -1.707 -0.564 -0.298
C -2.946 -0.520 0.061
C 0.603 -0.388 1.021
C 0.678 -0.940 -0.896
C 2.017 -0.159 -0.739
C 1.972 0.532 0.477
H -1.745 1.590 -0.906
H -0.832 1.526 0.876
H -4.011 -0.490 0.687
H 0.522 -0.333 2.103
H 0.518 -1.754 -1.725
H 2.546 0.537 -1.512
H 2.833 1.313 0.922
N -0.751 1.346 -0.278
O 0.723 -1.634 0.388

HOMO = -8.692 eV

=====

*two*
Density functional theory data (wB97M-V/def2-TZVPD) for a single C7H7NO molecule.

CARTESIAN COORDINATES (ANGSTROEM)
C 2.233 -0.222 0.189
C 1.505 1.005 -0.184
C -0.011 0.894 -0.150
C -0.210 -0.617 -0.647
C -0.452 0.018 1.042
C -2.042 -0.159 0.520
C -1.776 -0.771 -0.602
H 1.778 1.137 -1.167
H 1.768 1.790 0.472
H -0.706 1.533 -0.677
H 0.379 -1.219 -1.453
H -0.155 0.166 2.101
H -2.843 0.106 0.985
H -2.589 -1.311 -1.109
N 2.872 -1.238 0.144
O 0.247 -1.112 0.535

HOMO = -9.693 eV

=====

Q: Which of them is the least stable? A: *one*.

=====

*one*
Density functional theory data (wB97M-V/def2-TZVPD) for a single C7H7NO molecule.

CARTESIAN COORDINATES (ANGSTROEM)
C -2.512 0.887 0.365
C -1.744 -0.320 -0.235
C -0.260 -0.179 -0.164
C 0.481 -1.364 0.102
C 1.891 -1.205 0.145
C 2.476 0.057 -0.195
C 1.592 1.179 -0.433
H -3.657 0.486 0.504
H -2.214 1.038 1.495
H -2.463 1.615 -0.242
H 0.082 -2.288 0.297
H 2.560 -2.209 0.264
H 3.697 0.128 -0.191
H 2.087 2.289 -0.466
N 0.313 1.067 -0.433
O -2.330 -1.182 -0.813

HOMO = -9.673 eV
SMILES = CC(=O)c1ccccn1

=====

*two*
Density functional theory data (wB97M-V/def2-TZVPD) for a single C7H7NO molecule.

CARTESIAN COORDINATES (ANGSTROEM)
C 2.663 -0.488 -0.022
C 0.551 1.100 0.181
C -0.763 0.886 -0.024
C -2.240 1.186 -0.104
C -2.432 -0.441 -0.139
C -0.995 -0.529 -0.167
C 0.265 -1.170 -0.019
H 3.097 0.421 -0.638
H 3.197 -0.774 1.064
H 2.682 -1.589 -0.648
H 1.054 2.047 0.465
H -2.767 1.380 0.916
H -2.583 1.744 -1.003
H 0.453 -2.295 -0.107
N 1.201 -0.206 0.045
O -3.384 -1.270 0.200

HOMO = -8.767 eV
SMILES = Cn1cc2c(c1)C(=O)C2

=====

*three*
Density functional theory data (wB97M-V/def2-TZVPD) for a single C7H7NO molecule.

CARTESIAN COORDINATES (ANGSTROEM)
C 2.196 -0.586 0.158
C -1.867 0.192 0.290
C -0.969 0.828 1.268
C -1.468 -0.771 -0.574
C 0.321 0.690 1.236
C -0.153 -0.920 -0.889
C 1.008 0.218 -0.048
N 3.144 -1.224 0.345
O 1.343 1.337 -0.771
H -2.870 0.218 0.406
H -1.309 1.459 2.087
H -2.200 -1.338 -1.168
H 0.927 1.177 1.994
H 0.127 -1.951 -0.806
H 0.087 -0.585 -1.888
H 1.682 1.256 -1.641

HOMO = -9.117 eV
SMILES = N#C[C@]1(O)C=CC=CC1

=====

Q: Which of them is the least stable? A: *two*.

=====

*one*
Density functional theory data (wB97M-V/def2-TZVPD) for 2 unconnected molecules or ions with the total composition C4H10NO3.

CARTESIAN COORDINATES (ANGSTROEM)
O -0.386 1.322 -2.187
C 0.322 0.967 -1.175
O 1.294 1.529 -0.751
C -0.413 -0.267 -0.240
C 0.751 -1.188 0.180
C 0.762 -1.330 1.733
N -1.309 -1.046 -1.141
H -1.137 -0.071 0.470
H 1.724 -0.718 -0.298
H 0.554 -2.289 -0.033
H 1.335 -0.537 2.219
H -0.152 -0.929 2.079
H 1.032 -2.472 1.878
H -0.809 -1.043 -2.120
H -2.204 -0.650 -1.332
H -0.556 2.885 -0.524
H -0.067 2.816 0.877
O -0.742 3.019 0.364

HOMO = -3.987 eV
Total charge = -1

=====

*two*
Density functional theory data (wB97M-V/def2-TZVPD) for 2 unconnected molecules or ions with the total composition C4H10NO3.

CARTESIAN COORDINATES (ANGSTROEM)
C -1.097 -1.304 -2.061
C -0.100 -0.131 -1.879
N 0.423 0.120 -0.631
C 0.599 -0.762 0.509
C 0.416 -0.058 1.910
O -0.761 0.545 2.089
O 0.116 0.724 -2.727
H -1.204 -1.642 -1.023
H -0.613 -1.972 -2.746
H -2.015 -0.892 -2.474
H 0.526 1.123 -0.518
H -0.112 -1.612 0.275
H 1.627 -1.311 0.586
H 0.270 -1.019 2.631
H 1.296 0.467 2.144
H 0.577 2.354 0.591
H -0.232 2.436 1.985
O 0.286 2.935 1.340

HOMO = -2.965 eV
Total charge = -1

=====

*three*
Density functional theory data (wB97M-V/def2-TZVPD) for a molecular structure, C4H10NO3.

CARTESIAN COORDINATES (ANGSTROEM)
C -0.481 1.624 1.101
C 1.090 -1.091 -1.308
C -0.274 1.071 -0.323
C 0.259 -0.407 -0.189
N -0.667 -1.183 0.410
O -1.954 -0.859 0.570
O -1.540 0.953 -1.008
O 1.738 -0.286 0.961
H 0.032 1.041 2.022
H -1.523 1.637 1.142
H -0.095 2.749 1.125
H 0.431 -1.400 -2.147
H 1.517 -2.031 -0.796
H 2.012 -0.453 -1.728
H 0.424 1.617 -1.009
H -0.386 -2.160 0.085
H -1.933 0.089 -0.539
H 1.349 -0.911 1.632

HOMO = -2.892 eV
Total charge = -1

=====

Q: Which of them is the least stable? A: *three*.

=====

*one*
Density functional theory data (wB97M-V/def2-TZVPD) for 2 unconnected molecules or ions with the total composition C4H10NO3.

CARTESIAN COORDINATES (ANGSTROEM)
C -0.497 -1.513 0.259
N -1.023 -0.475 -0.461
C -1.371 1.373 1.380
C -0.810 0.911 0.007
C 0.692 1.368 -0.126
O 0.737 2.142 -1.283
O -0.139 -1.508 1.437
H -0.370 -2.460 -0.290
H 0.725 1.563 -2.040
H -1.911 0.528 1.952
H -1.985 2.108 1.163
H -0.598 1.704 2.208
H -1.325 1.611 -0.738
H 1.387 0.520 -0.212
H 0.959 1.942 0.750
H 2.047 -3.194 -0.608
H 1.353 -3.444 -1.899
O 2.127 -3.173 -1.500

HOMO = -3.178 eV
Total charge = -1

=====

*two*
Density functional theory data (wB97M-V/def2-TZVPD) for 2 unconnected molecules or ions with the total composition C4H10NO3.

CARTESIAN COORDINATES (ANGSTROEM)
C -1.594 -0.452 1.138
O -0.317 -0.655 1.745
C -1.726 -0.173 -0.378
C -0.667 0.841 -0.789
C 0.594 0.128 -1.410
N 1.701 0.164 -0.698
O 0.231 -0.674 -2.300
H -2.252 -1.273 1.459
H -2.023 0.426 1.643
H -1.609 -1.200 -0.728
H -2.761 0.133 -0.489
H -0.911 1.462 -1.662
H -0.538 1.537 0.047
H 2.444 -0.366 -1.145
H 1.863 0.428 0.841
H 1.262 1.248 2.085
H 0.263 -0.107 1.174
O 1.771 0.484 1.838

HOMO = -4.253 eV
Total charge = -1

=====

Q: Which of them is the least stable? A: *one*.

=====

*one*
Density functional theory data (wB97M-V/def2-TZVPD) for a molecular structure, C4H8NO2.

CARTESIAN COORDINATES (ANGSTROEM)
O 1.348 2.421 0.786
C 0.294 1.767 0.728
C 0.134 0.429 0.113
C 1.434 -0.262 -0.187
N -0.994 -0.309 0.546
C -1.235 -1.477 -0.415
O -1.237 -1.144 -1.688
H -0.672 2.150 1.100
H 0.116 1.420 -0.580
H 1.745 -0.836 0.685
H 1.353 -0.896 -1.069
H 2.159 0.525 -0.391
H -1.804 0.304 0.523
H -2.205 -1.892 -0.046
H -0.437 -2.200 -0.107

HOMO = -2.997 eV
Total charge = -1

=====

*two*
Density functional theory data (wB97M-V/def2-TZVPD) for 2 unconnected molecules or ions with the total composition C4H8NO2.

CARTESIAN COORDINATES (ANGSTROEM)
O 1.282 1.703 -0.397
C 1.950 1.451 0.664
O 1.848 0.489 1.445
H 2.806 2.199 0.996
C -0.281 -1.602 1.313
C -0.722 -0.498 0.622
N -1.493 -0.584 -0.571
C -0.928 0.321 -1.648
H -0.656 -2.635 1.277
H 0.396 -1.403 2.117
H -0.354 0.504 0.848
H -1.688 -1.552 -0.940
H -1.518 0.251 -2.546
H -0.779 1.363 -1.309
H 0.137 -0.006 -1.872

HOMO = -3.735 eV
Total charge = -1

=====

Q: Which of them is the least stable? A: *one*.